{
  "formula": "C9H37NO10",
  "method": "the ωB97M-V functional and the def2-TZVPD basis",
  "de_lowest_kcal_mol": 0.0,
  "charge": 0,
  "orbital_gap_ha": 0.3151,
  "fmax_ha_per_bohr": 0.0909,
  "total_energy_ev": -31897.89568,
  "symbols": ["O", "H", "H", "O", "H", "H", "O", "H", "H", "O", "H", "H", "O", "H", "H", "O", "H", "H", "O", "H", "H", "O", "H", "H", "O", "H", "H", "C", "C", "C", "C", "C", "C", "N", "O", "C", "C", "C", "H", "H", "H", "H", "H", "H", "H", "H", "H", "H", "H", "H", "H", "H", "H", "H", "H", "H", "H"],
  "coordinates": [[6.448, 0.418, 14.100], [5.583, 0.736, 14.297], [6.450, 0.459, 13.115], [10.774, 0.798, 8.984], [11.278, 1.292, 9.687], [11.243, 0.046, 8.705], [8.104, -1.970, 12.831], [7.244, -2.013, 12.406], [7.828, -1.763, 13.768], [5.843, 0.633, 11.408], [5.218, 1.155, 10.913], [6.726, 0.825, 10.924], [3.673, 1.890, 9.350], [4.076, 1.464, 8.591], [3.130, 2.552, 8.926], [8.860, 1.996, 14.677], [9.645, 1.463, 14.674], [8.068, 1.483, 14.529], [11.755, 3.124, 10.990], [10.951, 3.101, 11.528], [11.352, 3.473, 10.189], [9.482, 3.078, 12.228], [9.093, 2.170, 12.086], [9.269, 3.150, 13.177], [8.853, 0.413, 10.892], [9.551, 0.561, 10.220], [9.206, -0.279, 11.479], [12.160, -1.014, 14.672], [12.712, -0.284, 13.555], [13.562, 0.961, 13.948], [14.443, 1.535, 12.786], [15.407, 0.482, 12.264], [14.652, -0.755, 11.717], [13.746, -1.173, 12.815], [13.069, -2.343, 12.330], [13.880, -0.382, 10.408], [15.619, -1.847, 11.287], [11.536, 0.066, 12.655], [11.465, -1.751, 14.300], [11.640, -0.224, 15.292], [12.853, -1.513, 15.378], [12.920, 1.682, 14.465], [14.242, 0.613, 14.718], [15.073, 2.361, 13.114], [13.870, 2.041, 11.953], [16.055, 0.092, 13.072], [16.069, 0.972, 11.518], [13.250, 0.522, 10.538], [14.518, -0.191, 9.584], [13.220, -1.204, 10.054], [16.264, -1.467, 10.505], [16.187, -2.289, 12.121], [15.020, -2.635, 10.811], [11.090, 1.003, 13.053], [10.865, -0.843, 12.623], [11.876, 0.319, 11.690], [13.041, -2.954, 13.071]],
  "forces_ev_per_a": [[1.2, -0.3, -0.8], [-1.0, 0.4, 0.5], [-0.1, 0.0, 0.5], [-0.8, 2.4, 1.4], [-0.1, -0.7, -1.0], [1.2, -1.4, -0.3], [-0.5, 0.4, 1.7], [-0.1, 0.0, -0.4], [0.6, -0.2, -1.4], [2.6, 0.2, -1.1], [-0.7, 0.4, -0.2], [-1.7, -0.7, 1.2], [0.2, -0.2, 0.0], [0.2, -0.3, -0.1], [-0.3, 0.4, 0.1], [0.2, 1.5, 0.3], [0.2, -0.7, 0.0], [-0.5, -0.8, -0.1], [0.3, -0.3, -1.0], [-0.4, -0.1, 1.0], [0.5, 0.3, -0.3], [-1.2, -1.3, 0.4], [0.6, 1.0, -0.5], [0.2, 0.3, -0.1], [0.1, 0.0, 0.4], [-0.3, -0.2, 0.0], [-0.4, 0.2, -0.2], [-0.4, -0.1, 3.1], [3.0, 1.0, -3.5], [0.1, -0.2, -0.4], [-0.7, 0.7, 0.0], [0.0, -0.4, -0.2], [-0.7, 1.5, -0.8], [-0.1, -1.0, 0.9], [-0.4, 0.2, -0.2], [-1.5, 0.0, 0.7], [-0.7, -0.9, 0.5], [-0.6, -0.1, 1.0], [-0.4, -0.2, 0.3], [0.0, -1.0, -0.5], [0.0, 0.4, -0.6], [0.0, 0.2, -0.4], [0.3, -0.1, 0.2], [-0.1, 0.1, 0.6], [0.2, -0.9, 0.8], [-0.2, 0.4, -0.2], [-0.4, -0.6, 0.1], [0.5, -0.5, -0.1], [1.0, 0.3, -0.7], [0.3, 0.3, 0.6], [0.4, 0.2, 0.1], [-0.1, 0.3, -0.3], [0.3, 0.0, 0.2], [-0.3, -0.8, -0.2], [0.4, 1.3, -0.1], [0.1, 0.2, -1.0], [0.3, 0.0, 0.1]],
  "mulliken_charge": [-0.6401, 0.2643, 0.4449, -0.7211, 0.2714, 0.3326, -0.6128, 0.2805, 0.3253, -0.7006, 0.2873, 0.3223, -0.6171, 0.3152, 0.2974, -0.7315, 0.3157, 0.3825, -0.6601, 0.4371, 0.2914, -0.6769, 0.3081, 0.3877, -0.6618, 0.5214, 0.2449, -2.0429, 1.9740, -1.3056, -0.2759, -1.1578, 1.5743, -0.0048, -0.5342, -1.3295, -1.9603, -0.3419, 0.5553, 0.3141, 0.3871, 0.4385, 0.3625, 0.4277, 0.0882, 0.3122, 0.3321, -0.0368, 0.5176, 0.3880, 0.4086, 0.3954, 0.4149, -0.1553, 0.3115, -0.4295, 0.3644]
}

{
  "formula": "C25H61F3O23S7",
  "method": "the ωB97M-V functional and the def2-TZVPD basis",
  "de_lowest_kcal_mol": 0.0,
  "charge": 0,
  "orbital_gap_ha": 0.4017,
  "fmax_ha_per_bohr": 0.0473,
  "total_energy_ev": -158002.50637,
  "symbols": ["O", "S", "O", "O", "C", "C", "C", "H", "H", "H", "H", "H", "H", "H", "H", "O", "S", "O", "O", "C", "C", "C", "H", "H", "H", "H", "H", "H", "H", "H", "O", "S", "O", "O", "C", "C", "C", "H", "H", "H", "H", "H", "H", "H", "H", "O", "S", "O", "O", "C", "C", "C", "H", "H", "H", "H", "H", "H", "H", "H", "O", "S", "O", "O", "C", "C", "C", "H", "H", "H", "H", "H", "H", "H", "H", "O", "S", "O", "O", "C", "C", "C", "H", "H", "H", "H", "H", "H", "H", "H", "O", "S", "O", "O", "C", "C", "C", "H", "H", "H", "H", "H", "H", "H", "H", "C", "C", "O", "C", "O", "C", "F", "F", "F", "H", "H", "H", "H", "H"],
  "coordinates": [[2.450, -1.162, -4.986], [3.517, -0.205, -4.925], [3.395, 0.976, -5.727], [3.700, 0.282, -3.381], [3.850, -0.728, -2.363], [4.985, -0.452, -1.417], [5.071, -1.075, -5.280], [3.979, -1.696, -2.858], [2.869, -0.787, -1.898], [5.878, -0.070, -1.918], [5.347, -1.358, -0.922], [4.746, 0.208, -0.583], [4.904, -1.706, -6.148], [5.351, -1.672, -4.416], [5.826, -0.319, -5.482], [1.117, -6.104, -2.976], [2.457, -5.720, -2.661], [2.876, -5.503, -1.304], [3.465, -6.810, -3.313], [2.940, -7.634, -4.369], [4.082, -8.536, -4.784], [2.923, -4.282, -3.660], [2.606, -7.000, -5.201], [2.016, -8.118, -4.050], [4.930, -7.911, -5.061], [3.836, -9.237, -5.578], [4.395, -9.125, -3.920], [2.624, -4.507, -4.678], [3.969, -4.064, -3.468], [2.318, -3.479, -3.239], [3.254, -2.954, 5.258], [2.642, -1.684, 5.567], [1.920, -1.492, 6.789], [3.827, -0.560, 5.473], [3.488, 0.721, 6.073], [3.897, 1.791, 5.079], [1.581, -1.188, 4.164], [4.082, 0.786, 6.982], [2.428, 0.840, 6.292], [3.638, 1.573, 4.042], [4.967, 1.989, 5.133], [3.329, 2.711, 5.253], [2.137, -0.902, 3.279], [0.969, -0.387, 4.576], [0.888, -2.006, 3.979], [0.126, 1.805, 7.256], [-0.375, 2.264, 5.991], [0.307, 1.919, 4.773], [-1.926, 1.808, 5.901], [-2.531, 1.755, 4.567], [-2.236, 0.400, 3.969], [-0.674, 4.021, 6.101], [-2.101, 2.589, 4.009], [-3.589, 1.953, 4.729], [-1.270, 0.464, 3.467], [-2.901, 0.188, 3.125], [-2.274, -0.448, 4.645], [-1.015, 4.365, 5.128], [0.237, 4.485, 6.468], [-1.482, 4.106, 6.821], [-2.079, 2.960, -3.317], [-2.484, 1.679, -3.824], [-3.411, 0.807, -3.161], [-2.983, 1.973, -5.354], [-3.358, 0.819, -6.147], [-4.184, 1.235, -7.350], [-0.965, 0.695, -4.119], [-3.901, 0.152, -5.469], [-2.435, 0.274, -6.364], [-3.656, 1.981, -7.939], [-5.181, 1.497, -7.013], [-4.226, 0.336, -7.969], [-0.389, 1.202, -4.885], [-1.261, -0.316, -4.397], [-0.479, 0.598, -3.149], [-5.609, 1.108, 2.583], [-7.000, 1.083, 2.180], [-7.870, 0.028, 2.629], [-7.582, 2.524, 2.631], [-8.874, 2.569, 3.252], [-9.986, 2.559, 2.210], [-7.081, 1.252, 0.434], [-8.914, 3.523, 3.774], [-8.973, 1.772, 3.985], [-9.783, 3.319, 1.443], [-10.978, 2.838, 2.559], [-9.998, 1.663, 1.586], [-6.349, 0.604, -0.043], [-6.827, 2.268, 0.141], [-8.101, 0.991, 0.160], [0.235, 3.241, 0.214], [1.453, 2.482, 0.182], [1.672, 1.489, -0.838], [2.623, 3.603, 0.162], [3.953, 3.187, -0.240], [4.773, 4.445, -0.532], [1.758, 1.851, 1.809], [3.760, 2.669, -1.181], [4.437, 2.604, 0.543], [5.688, 4.129, -1.030], [5.053, 4.880, 0.431], [4.235, 5.217, -1.073], [1.716, 2.742, 2.433], [2.733, 1.375, 1.834], [0.881, 1.272, 2.095], [-3.076, -0.504, -0.036], [-1.762, 0.244, -0.103], [-0.596, -0.546, -0.395], [-0.043, -1.184, 0.640], [-0.343, -1.191, 1.786], [1.125, -2.074, 0.134], [2.284, -1.413, 0.345], [1.167, -3.176, 0.895], [1.035, -2.432, -1.141], [-3.189, -1.018, 0.914], [-3.227, -1.080, -0.948], [-3.803, 0.309, -0.128], [-1.592, 0.842, 0.794], [-1.802, 0.928, -0.949]],
  "forces_ev_per_a": [[0.2, -0.2, 0.3], [-0.1, 0.2, 0.5], [0.5, -0.4, 0.6], [0.5, 0.3, -1.6], [-0.8, -0.8, -0.3], [0.7, 0.0, 0.6], [-0.5, 0.7, 0.3], [0.1, 0.1, 0.1], [0.2, 0.1, 0.4], [-0.2, 0.2, -0.2], [-0.4, -0.2, -0.2], [-0.2, 0.3, -0.3], [-0.1, 0.0, 0.0], [0.0, 0.0, -0.1], [0.0, 0.0, 0.0], [-0.1, 0.1, 0.1], [1.3, 0.4, -0.2], [-0.2, -0.2, -0.9], [-0.6, 0.4, 0.8], [-0.4, 0.1, -0.8], [0.1, -0.1, 0.6], [-0.9, -0.6, 1.2], [0.3, 0.1, 0.0], [0.3, -0.4, 0.3], [0.0, -0.1, -0.2], [-0.2, 0.2, -0.1], [0.0, 0.0, 0.0], [0.3, 0.2, -0.1], [0.1, -0.2, -0.3], [-0.1, 0.1, -0.3], [-0.3, 1.1, 0.3], [0.5, -0.2, -1.3], [0.1, -0.1, -0.3], [-1.3, -0.9, 0.4], [0.4, 0.4, -0.8], [-0.1, 0.6, -0.1], [-0.2, -0.2, 1.5], [-0.2, 0.1, 0.1], [0.0, -0.5, 0.1], [0.0, -0.5, 0.1], [0.0, 0.1, -0.1], [0.3, 0.1, 0.4], [0.2, -0.1, 0.1], [0.2, 0.3, -0.3], [0.3, -0.2, -0.1], [-0.3, 0.2, -0.8], [-1.4, 0.0, 0.8], [0.1, 0.2, 0.1], [1.1, 0.0, 0.2], [0.2, -0.3, 0.6], [0.1, 0.4, -1.6], [0.1, -0.6, 0.0], [-0.2, -0.2, -0.4], [0.0, -0.1, 0.1], [0.2, -0.3, 0.4], [-0.3, 0.1, 0.3], [0.0, 0.2, 0.3], [0.2, 0.2, 0.0], [0.0, 0.2, -0.2], [0.1, 0.1, 0.1], [-0.8, -0.7, -0.1], [1.9, -0.1, -1.6], [-0.3, 0.4, 0.1], [0.1, 0.1, 1.1], [0.2, -0.4, 1.0], [0.8, -0.9, 0.5], [-1.3, 0.2, 0.4], [-0.3, 0.0, -0.3], [0.0, 0.2, -0.6], [-0.3, 0.3, 0.1], [0.0, 0.4, -0.3], [-0.3, 0.1, -0.1], [0.2, 0.0, 0.1], [0.0, 0.1, -0.3], [0.2, 0.4, -0.1], [-1.2, -0.1, -0.4], [1.3, 0.5, 1.0], [0.3, 0.6, -0.3], [0.2, -0.8, -0.1], [-1.0, 0.3, -0.1], [0.4, 0.5, -1.3], [-0.1, 0.0, -0.4], [0.3, 0.0, 0.1], [0.0, -0.1, -0.1], [0.3, 0.2, 0.3], [0.0, -0.5, 0.4], [-0.3, -0.4, 0.6], [-0.1, -0.3, 0.2], [-0.1, 0.1, 0.2], [0.1, 0.1, -0.2], [0.5, -0.5, -0.1], [0.2, 1.1, 0.3], [0.1, 0.3, 0.4], [-0.5, -0.5, 0.1], [-0.6, 0.9, -1.3], [0.0, -0.4, 1.2], [-0.7, 0.6, -0.3], [0.6, -0.5, 0.3], [-0.1, -0.3, -0.1], [0.0, 0.2, -0.2], [0.1, 0.1, -0.1], [-0.1, -0.3, -0.3], [0.3, -0.1, 0.1], [-0.2, -0.3, 0.1], [0.4, -0.5, 0.0], [0.4, 0.8, -0.3], [-0.3, 0.9, -0.4], [0.3, -0.8, 1.1], [0.0, -0.4, -2.0], [-0.4, 0.5, 0.7], [0.1, -0.3, 1.1], [0.0, 0.0, -0.3], [0.0, 0.2, -0.4], [0.1, 0.1, 0.0], [-0.2, -0.3, -0.2], [0.1, -0.5, 0.3], [-0.2, -0.2, 0.4], [0.1, -0.1, 0.0], [0.1, 0.1, 0.1]],
  "mulliken_charge": [-0.5986, 1.1931, -0.6423, -0.2727, 1.5959, -1.3337, -0.9026, -0.6535, -0.3519, 0.4341, 0.3917, 0.0768, 0.3675, 0.2847, 0.3343, -0.6517, 1.2066, -0.6098, -0.2910, -0.1552, -1.2338, -0.6858, 0.2850, 0.3686, 0.2909, 0.3816, 0.3086, 0.3898, 0.2529, 0.1382, -0.6499, 1.1665, -0.5958, -0.3825, 0.1002, -0.8093, -0.2306, 0.3063, 0.0278, -0.0314, 0.4124, 0.2875, 0.0147, -0.1765, 0.4857, -0.6711, 1.0057, -0.1018, -0.4432, -0.3407, -0.3196, -1.1432, 0.3028, 0.2966, -0.1443, 0.1177, 0.4641, 0.3113, 0.3874, 0.4329, -0.6453, 1.3201, -0.5989, -0.3071, -0.2203, -1.2383, -0.9015, 0.3539, 0.3131, 0.3257, 0.3057, 0.3753, 0.4766, 0.4168, 0.0834, -0.4592, 1.0280, -0.6214, -0.3329, -0.2432, -1.0077, -0.8716, 0.3116, 0.3286, 0.3026, 0.3693, 0.2287, 0.3085, 0.3314, 0.3247, -0.7151, 1.3243, -0.4080, -0.3886, 0.3873, -1.5122, -0.6026, 0.0922, 0.2277, 0.3866, 0.3438, 0.3549, 0.5145, 0.3920, -0.4306, -1.3036, 0.1993, -0.0376, 0.1046, -0.5685, 1.1629, -0.2058, -0.2762, -0.3073, 0.4254, 0.2634, 0.3073, 0.0470, 0.1687]
}